No. 1
DFT (wB97M-V/def2-TZVPD) results for a 2-piece molecular cluster, C2H7O overall.

```
10
C2H7O (wB97M-V/def2-TZVPD)
O -2.44201 1.37094 0.23876
C 1.32151 -0.14001 0.08289
C -0.01412 -0.70209 -0.43493
H 1.92334 0.37597 -0.65991
H -2.76382 1.95314 0.94403
H -0.23722 -1.62579 0.10637
H 1.11506 0.58578 0.86149
H 1.92764 -0.92223 0.56133
H -0.84130 -0.02376 -0.19277
H 0.01093 -0.87195 -1.50726
```

* energy relative to the best compared isomer or geometry (same formula, charge and spin): 6.6 kJ/mol
* Kohn-Sham gap: 6.61 eV
* total charge: -1
* largest force on an atom: 0.6 eV/A


No. 2
DFT (wB97M-V/def2-TZVPD) results for a 2-piece molecular cluster, C9H14 overall in a non-equilibrium geometry.

```
23
C9H14 (wB97M-V/def2-TZVPD)
C -0.75657 -1.83542 1.99891
C 1.82459 -0.79356 -0.46001
C -0.00959 1.67413 -2.36343
C 0.80334 -0.73380 0.57496
C -0.28551 0.44657 2.41078
C 0.43532 0.44996 1.19295
C -0.95321 -0.70271 2.78792
C 0.14054 -1.92795 0.96790
C -1.35244 1.14900 -1.96395
H 0.91097 1.46600 -1.83451
H -1.28527 0.33353 -1.21493
H -0.04331 2.77331 -2.42015
H 0.26899 -2.92279 0.55125
H -1.34805 -2.74233 2.18257
H -1.94817 0.64603 -2.72738
H -2.00837 1.83050 -1.42284
H 0.27986 1.31877 -3.35750
H 1.84527 -1.73607 -1.00265
H 2.89923 -0.67645 -0.22828
H -1.55723 -0.81165 3.66998
H 0.86248 1.36284 0.80355
H -0.35889 1.37703 2.96135
H 1.63602 0.05507 -1.10650
```

* SMILES: Cc1ccccc1.CC
* energy relative to the best compared isomer or geometry (same formula, charge and spin): 92.4 kJ/mol
* Kohn-Sham gap: 9.93 eV
* largest force on an atom: 2.8 eV/A


No. 3
DFT (wB97M-V/def2-TZVPD) results for a 2-piece molecular cluster, C5H7O3P overall in a non-equilibrium geometry.

```
16
C5H7O3P (wB97M-V/def2-TZVPD)
P -0.16310 -1.62161 0.12032
O 0.77226 -1.12106 -1.19548
O -0.62042 -2.95780 0.34549
O 0.99339 -1.24310 1.20899
C -3.29334 0.14582 -0.06474
C -2.13524 0.75076 0.21420
C -4.40374 -0.28322 -0.29841
C 1.61075 -0.05472 -0.77944
C 1.86929 -0.23336 0.74996
H -1.89374 1.16959 1.18822
H 1.83661 0.76993 1.17745
H 2.94637 -0.54856 0.69919
H 2.40344 -0.05274 -1.57581
H 0.95641 0.81137 -1.04211
H -1.35783 1.07133 -0.56960
H -5.21426 -0.93208 -0.13683
```

* energy relative to the best compared isomer or geometry (same formula, charge and spin): 450.9 kJ/mol
* Kohn-Sham gap (alpha / beta): 7.36 / 7.84 eV
* largest force on an atom: 4.1 eV/A


No. 4
DFT (wB97M-V/def2-TZVPD) results for an isolated ion of composition C9H15Cl2N2O and charge +1 in a non-equilibrium geometry.

```
29
C9H15Cl2N2O (wB97M-V/def2-TZVPD)
Cl -1.80108 -0.88102 -2.17977
Cl -1.21924 2.34740 0.30508
O -1.14343 1.66279 -2.55254
N 0.21622 0.28950 0.99169
N 0.17050 0.58427 -1.21113
C -0.59793 0.42257 -2.46979
C 0.67403 -1.03491 2.98556
C -0.21926 1.02774 0.00388
C 0.41488 0.01027 -3.50734
C -0.84420 -2.55893 4.06674
C -1.67951 2.06912 -3.86224
C 1.02705 -0.06693 1.92196
C 2.33004 0.65652 2.17804
C -0.47556 -1.71379 2.91877
H -2.78346 2.02964 -3.98052
H -0.10490 -2.60906 4.73690
H 1.26812 0.64102 -3.37958
H 0.89921 -0.92499 -3.33310
H -0.01017 -0.09402 -4.55198
H 2.50762 0.77120 3.16820
H -1.20974 -1.35973 2.16047
H -1.00514 -3.53552 3.63433
H -1.78920 -2.14004 4.54241
H 3.00194 -0.12275 1.79116
H 0.73774 -0.20620 -1.04252
H -1.25078 3.06052 -3.97252
H -1.13362 1.41623 -4.55614
H 2.49258 1.45019 1.52847
H 1.52728 -1.19109 3.66555
```

* SMILES: C/C=C/C(C)=N/C(Cl)=[NH+]/[C@@](C)(Cl)OC
* energy relative to the best compared isomer or geometry (same formula, charge and spin): 132.2 kJ/mol
* Kohn-Sham gap: 9.73 eV
* total charge: +1
* largest force on an atom: 4.8 eV/A


No. 5
DFT (wB97M-V/def2-TZVPD) results for C46H42ClO5P2S2Zr as an isolated structure in a non-equilibrium geometry.

```
99
C46H42ClO5P2S2Zr (wB97M-V/def2-TZVPD)
Zr 0.05622 0.96448 -0.06260
Cl 0.17159 3.59680 0.76352
S -2.62837 -1.23352 0.85546
S 0.66503 -1.08635 -0.30640
P -0.23759 0.03889 2.56088
P -2.46752 0.85160 -1.31711
O -1.13870 3.00976 0.88984
O 1.05413 2.73441 1.53910
O -4.05563 -1.47289 1.16193
O 0.23631 4.94192 1.12511
O 0.56270 3.34404 -0.62748
C 1.41706 0.53609 4.78245
C -1.69387 -2.31956 1.93822
C 3.62747 1.30983 -0.73251
C 0.01515 2.10338 -4.33564
C 2.50807 -0.16695 2.74853
C 3.99144 2.52374 0.11556
C 3.73077 -0.14469 3.40241
C -1.49150 -4.38173 3.13924
C 2.78313 1.41455 -1.85022
C 1.34236 0.17104 3.43962
C -3.66233 1.06073 4.57135
C -0.44062 -3.83965 3.86596
C -1.68604 1.80913 -2.65629
C 3.94938 -1.02593 -1.31735
C -1.19495 4.00759 -3.51894
C -2.13078 -3.60980 2.18328
C -6.20075 2.39213 -1.68474
C -3.40117 2.37077 4.94109
C -2.70453 0.31961 3.89151
C -0.23237 3.46596 -4.36013
C 2.64716 0.57196 5.42335
C -0.04863 -2.52366 3.66481
C 4.19527 0.05866 -0.49028
C -5.74386 2.16344 0.67095
C 5.35852 2.38409 0.79118
C 3.95283 3.82277 -0.69386
C 2.57384 0.32678 -2.69643
C -2.33616 -3.20938 -1.15292
C 3.80282 0.23118 4.73608
C -2.42192 -3.59176 -2.48315
C -6.59907 2.52294 -0.35794
C -4.94316 1.89959 -1.97961
C -1.47812 0.89617 3.57059
C -0.69621 1.26778 -3.48094
C -2.17658 2.94741 4.62916
C -2.42368 -1.87002 -0.82074
C -2.70218 -1.29734 -3.14614
C -2.62380 -2.64097 -3.47629
C -4.47987 1.66986 0.38302
C -1.22096 2.21945 3.94042
C -4.07866 1.53650 -0.94277
C 3.14302 -0.91122 -2.44400
C -2.56833 -0.89906 -1.81987
C -0.67811 -1.73495 2.70375
C -1.91492 3.18885 -2.66828
C 2.85223 -2.09750 -3.31936
H 0.51829 0.78388 5.33225
H -4.62676 1.80124 -3.01135
H 3.71592 -2.75769 -3.39538
H 2.56775 -1.79126 -4.32603
H -0.26876 2.67340 3.69768
H -2.34657 -4.63932 -2.74198
H -2.83599 -0.55442 -3.92305
H 1.96248 0.45256 -3.57836
H 2.69863 0.85721 6.46576
H 0.74762 -2.11229 4.26909
H 0.06296 -4.43220 4.61819
H -0.49919 0.20139 -3.47673
H 2.46068 -0.47170 1.70721
H 4.24007 4.66058 -0.05831
H 2.37587 2.38063 -2.12679
H 0.76047 1.68173 -4.99667
H 5.61951 3.31741 1.28976
H 5.36518 1.60193 1.54973
H 3.24768 2.61345 0.91173
H 2.02668 -2.67908 -2.89866
H 4.41048 -1.98098 -1.09050
H -6.87254 2.67273 -2.48449
H -2.99655 -3.98787 1.65420
H -2.71098 -2.94459 -4.51099
H 4.75913 0.25275 5.24183
H 2.95968 4.03793 -1.08688
H -1.38524 5.07256 -3.52759
H 4.65310 3.77836 -1.53113
H -2.19748 -3.95906 -0.38757
H -4.14766 2.94274 5.47607
H -6.05758 2.26482 1.70084
H -1.96565 3.96816 4.91979
H 0.32135 4.10819 -5.03178
H -2.65681 3.61886 -2.00665
H -7.58332 2.90923 -0.12855
H 4.62901 -0.42700 2.86862
H 4.87076 -0.07562 0.34367
H -1.82281 -5.39416 3.32544
H -4.61171 0.60232 4.81547
H -3.81892 1.38165 1.19154
H -2.92800 -0.70579 3.62820
H 6.13911 2.16360 0.05985
```

* energy relative to the best compared isomer or geometry (same formula, charge and spin): 425.8 kJ/mol
* Kohn-Sham gap: 7.70 eV
* total charge: +1
* largest force on an atom: 1.7 eV/A


No. 6
DFT (wB97M-V/def2-TZVPD) results for C32H26F3N6OS3Sc as an isolated structure.

```
72
C32H26F3N6OS3Sc (wB97M-V/def2-TZVPD)
Sc -0.33250 -0.91668 -0.04083
S -1.88682 1.46390 3.81330
S 0.35390 -3.54208 -0.09943
S -0.87295 -0.98833 2.41621
F -0.68595 -6.43662 0.83160
F -0.58881 -6.37238 -1.33625
F -2.30633 -7.23924 -0.35081
O 0.27350 0.96229 -0.12698
N -2.30505 1.09827 1.28582
N 2.37050 -0.49377 -2.26277
N 0.09275 -1.17510 -2.33014
N -2.45499 0.44752 0.05190
N -2.01549 -2.52276 -0.26406
N 2.02373 -1.02918 0.02152
C -2.26045 1.22860 -0.95994
C -1.40928 -6.23305 -0.27893
C 2.54721 -1.25229 1.24005
C -1.74805 0.51736 2.28290
C -1.85281 3.72516 -1.16737
C -2.10267 -4.90091 -0.27702
C -0.98592 4.79848 -1.02550
C 2.39354 3.34995 5.10642
C 0.31123 4.56907 -0.57970
C 1.22341 -0.84937 -2.95064
C -1.35920 -3.70098 -0.22845
C -0.92663 -1.63228 -4.45865
C 2.74603 1.99798 3.15656
C 4.74887 -0.83550 0.46862
C -1.43781 2.44283 -0.83404
C -0.92609 2.92856 3.31591
C -2.83836 0.87658 -2.29104
C -0.94498 -1.58582 -3.08933
C 1.39766 2.09075 2.84469
C 0.53426 2.82689 3.65339
C -3.47702 -4.84316 -0.31900
C 1.31735 -0.83630 -4.35349
C 0.23881 -1.22375 -5.10449
C 3.25008 2.62875 4.28699
C 3.89140 -1.16753 1.51268
C -3.35201 -2.47689 -0.27523
C -0.11967 2.20346 -0.39473
C 4.22646 -0.61790 -0.78380
C 2.84272 -0.73431 -0.97078
C 0.75046 3.28933 -0.27541
C 1.04555 3.44697 4.78865
C -4.12749 -3.61317 -0.30721
H 4.25043 -1.35078 2.51532
H -5.20517 -3.54293 -0.31272
H 0.30593 -1.22174 -6.18528
H 1.83526 -1.48827 2.01790
H 3.11178 -0.22905 -2.88294
H 1.76252 3.11327 0.06564
H 5.81629 -0.75111 0.63162
H -2.87058 3.89034 -1.50589
H 2.77522 3.84155 5.99290
H -1.09092 3.06195 2.24611
H -1.79682 -1.97043 -5.00284
H -2.08912 0.88272 -3.08423
H 3.40577 1.42910 2.51052
H -3.35994 -0.07981 -2.25876
H -1.38161 3.77855 3.82573
H -1.82314 -1.88570 -2.53877
H 0.99595 5.40278 -0.47115
H 4.86600 -0.37097 -1.62244
H 0.38117 4.01817 5.42928
H 2.24817 -0.54186 -4.82239
H -3.56753 1.65497 -2.54354
H -4.04742 -5.76244 -0.34999
H 4.30250 2.55283 4.53217
H 1.00554 1.57594 1.97562
H -3.77461 -1.48262 -0.24699
H -1.31778 5.80221 -1.25609
```

* energy relative to the best compared isomer or geometry (same formula, charge and spin): 114.7 kJ/mol
* Kohn-Sham gap: 7.57 eV
* largest force on an atom: 0.8 eV/A


No. 7
DFT (wB97M-V/def2-TZVPD) results for CH13CuO9 as an isolated structure in a non-equilibrium geometry.

```
24
CH13CuO9 (wB97M-V/def2-TZVPD)
Cu -8.12700 2.55200 -5.89700
O -10.55100 0.82700 -4.25200
O -5.00600 4.38100 -5.21300
O -9.70500 2.84500 -6.49800
O -7.76400 4.35400 -5.23400
O -10.41600 3.22800 -8.48900
O -9.59900 1.16900 -7.87500
O -7.92700 1.42400 -4.52000
O -6.90800 2.07000 -7.07300
O -10.67800 4.31200 -4.25900
C -9.96300 2.35800 -7.60800
H -10.29400 5.15700 -4.41900
H -6.90500 2.15800 -8.02100
H -7.58100 1.68700 -3.66500
H -7.92400 4.59700 -4.32200
H -6.74700 1.13000 -6.93500
H -9.87600 1.35800 -4.67400
H -10.41100 3.76600 -4.99900
H -7.90700 5.16600 -5.78300
H -10.61600 3.98000 -8.02900
H -4.59800 5.24200 -5.36600
H -7.56700 0.55000 -4.64400
H -5.92200 4.38800 -5.38200
H -10.07500 0.56100 -3.45700
```

* Kohn-Sham gap: 6.94 eV
* largest force on an atom: 5.9 eV/A